{
  "formula": "C22H64N2O16",
  "method": "ωB97M-V with the def2-TZVPD basis set",
  "symbols": ["C", "C", "C", "O", "C", "N", "H", "H", "H", "H", "H", "H", "H", "H", "H", "H", "H", "C", "C", "C", "O", "C", "N", "H", "H", "H", "H", "H", "H", "H", "H", "H", "H", "H", "C", "C", "O", "O", "H", "H", "H", "H", "H", "H", "C", "C", "O", "O", "H", "H", "H", "H", "H", "H", "C", "C", "O", "O", "H", "H", "H", "H", "H", "H", "C", "C", "O", "O", "H", "H", "H", "H", "H", "H", "C", "C", "O", "O", "H", "H", "H", "H", "H", "H", "C", "C", "O", "O", "H", "H", "H", "H", "H", "H", "C", "C", "O", "O", "H", "H", "H", "H", "H", "H"],
  "xyz": [[5.401075, -3.126623, -3.726056], [6.023712, -2.658909, -2.439432], [5.344222, -3.478419, -1.274577], [4.086105, -2.911095, -0.978627], [3.347658, -3.798193, -0.161356], [7.482606, -2.950157, -2.315777], [5.584023, -4.225086, -3.834198], [5.777770, -2.631484, -4.643042], [4.305545, -3.003361, -3.706466], [5.808164, -1.573715, -2.243178], [5.971639, -3.518452, -0.387066], [5.145368, -4.489844, -1.634325], [4.009044, -4.261539, 0.599201], [2.908187, -4.622248, -0.715295], [2.585585, -3.301080, 0.435190], [8.026961, -2.660348, -3.137712], [7.869389, -2.456452, -1.477239], [-2.078892, 3.812770, 1.795149], [-0.750340, 4.566970, 1.925633], [-0.884923, 6.104767, 1.958933], [0.296339, 6.870246, 2.248726], [0.467759, 7.252027, 3.556058], [-0.041703, 4.059637, 3.113490], [-2.624110, 4.171265, 0.884990], [-2.708122, 4.184213, 2.639668], [-1.950819, 2.717442, 1.741738], [-0.161240, 4.317012, 1.082936], [-1.598816, 6.438881, 2.729807], [-1.248500, 6.490155, 0.975541], [1.091395, 8.128090, 3.624048], [0.907693, 6.464684, 4.174764], [-0.509446, 7.572032, 3.924814], [-0.387272, 4.579466, 3.903852], [0.932106, 4.445296, 3.110309], [-3.662659, -1.935099, 3.222971], [-3.670185, -2.695760, 1.910723], [-2.681133, -2.362574, 0.944445], [-4.175038, -0.644216, 3.181873], [-2.631132, -2.073683, 3.686006], [-4.322660, -2.437102, 3.932920], [-4.658797, -2.655341, 1.406720], [-3.499791, -3.725308, 2.267169], [-2.879640, -1.401507, 0.722076], [-3.516256, -0.004664, 2.892926], [3.312976, 1.197366, -0.894789], [2.237732, 2.277932, -0.930702], [1.033985, 1.896455, -0.311300], [2.830710, 0.057587, -1.594356], [3.615045, 0.981055, 0.134184], [4.240289, 1.648352, -1.363867], [2.024621, 2.611121, -1.963603], [2.719853, 3.129378, -0.391120], [0.658208, 1.048574, -0.681888], [3.456593, -0.685640, -1.559143], [-4.221251, -1.860414, -4.751023], [-5.281861, -0.745037, -4.813058], [-4.861210, 0.435687, -4.182266], [-3.028206, -1.444003, -5.327809], [-4.619980, -2.750837, -5.329373], [-4.108492, -2.188320, -3.720273], [-6.132731, -1.069332, -4.258441], [-5.492523, -0.481911, -5.856911], [-4.128729, 0.928582, -4.611336], [-2.322559, -2.116173, -5.172533], [-2.267473, 0.918518, -0.608152], [-1.636822, -0.219079, -1.410633], [-0.328394, -0.581358, -1.048307], [-2.468177, 0.441497, 0.738692], [-3.215954, 1.065008, -1.089716], [-1.715664, 1.872262, -0.655666], [-1.676464, -0.040024, -2.502080], [-2.291119, -1.130149, -1.220484], [-0.267428, -1.103998, -0.261249], [-1.613733, 0.538361, 1.189286], [1.077975, 0.073503, 2.196508], [0.487012, -1.295566, 2.454833], [0.154002, -1.915895, 1.253415], [0.097374, 1.034453, 1.858147], [1.762446, -0.033786, 1.316073], [1.603565, 0.441306, 3.049492], [-0.411420, -1.199592, 3.114049], [1.259228, -1.841020, 2.993653], [-0.722767, -2.313746, 1.378471], [0.554690, 1.675234, 1.249438], [-2.554661, 0.702853, 5.942571], [-1.598021, 0.844247, 4.728445], [-0.520790, 1.645677, 5.139531], [-3.359423, -0.439537, 5.918479], [-3.160279, 1.597100, 6.048458], [-1.959560, 0.537972, 6.798858], [-2.004282, 1.239873, 3.809895], [-1.249193, -0.185973, 4.565348], [-0.150248, 2.118683, 4.380432], [-4.016726, -0.369115, 5.174920], [0.786553, -2.806385, -5.343858], [1.246399, -1.775411, -4.268848], [0.739594, -2.325855, -3.067694], [-0.569000, -3.074262, -5.254775], [1.387376, -3.743634, -5.158479], [0.872064, -2.464418, -6.362573], [0.769342, -0.804963, -4.422686], [2.318464, -1.705866, -4.330286], [0.692984, -1.670340, -2.339417], [-0.714762, -3.149646, -4.292790]],
  "atomic_forces_ev_per_a": [[0.0, -0.8, -1.0], [0.2, -0.1, 1.8], [0.0, 0.7, -1.3], [-0.3, 0.3, 0.4], [0.5, -0.4, 1.1], [-0.1, 0.6, 0.2], [0.0, 0.8, 0.0], [-0.1, -0.1, 0.5], [0.4, 0.1, 0.1], [0.0, -0.7, -0.3], [0.2, 0.1, 0.2], [0.5, -0.2, 0.0], [0.0, 0.2, -0.3], [-0.2, 0.0, -0.4], [-0.2, 0.4, -0.5], [-0.5, 0.0, 0.5], [-0.5, -0.6, -1.2], [-0.7, 1.6, -0.2], [0.0, 0.1, 0.8], [-0.5, 0.9, -0.2], [0.3, -1.1, -1.9], [-0.6, 0.2, 0.9], [1.5, 0.7, 0.1], [0.4, -0.4, 0.5], [0.2, -0.9, -0.3], [-0.1, 0.7, 0.3], [0.8, -0.3, -1.0], [-0.3, -0.5, -0.2], [0.2, -0.4, 0.6], [0.5, 0.2, -0.3], [-0.1, 0.0, 0.2], [0.0, -0.1, 0.7], [-0.7, -0.1, 0.6], [-0.9, -0.7, -0.4], [1.0, -1.1, 0.4], [-0.8, -0.9, 0.2], [-0.3, 1.5, 0.4], [0.0, 1.1, 0.0], [-0.9, 0.7, -0.5], [0.0, -0.4, -0.2], [0.3, 0.0, 0.5], [0.0, 0.1, -0.6], [0.7, -1.1, 0.2], [0.0, 0.0, -0.3], [0.7, 0.4, -0.9], [1.0, 0.2, -0.2], [-0.4, -0.3, -0.2], [0.3, 0.0, 0.1], [-0.3, -0.2, 0.1], [-0.8, -0.5, 0.1], [0.3, -0.2, 0.3], [-0.9, -0.4, -0.2], [0.6, 0.6, 0.1], [-0.2, 0.2, 0.2], [-1.4, -1.0, -0.8], [2.0, 0.1, -0.9], [0.6, 1.3, 0.9], [1.2, 0.0, 0.1], [0.1, 0.7, 0.6], [0.2, 0.1, 0.3], [-0.9, -0.2, 0.1], [-0.4, -0.5, 0.0], [-0.7, -1.1, 0.0], [-0.6, 0.8, -0.4], [0.7, -0.8, -0.1], [-1.3, -1.3, -0.1], [0.9, 1.5, -1.5], [-0.2, 0.6, -0.5], [-0.7, 0.2, 0.1], [0.0, -0.4, 0.2], [0.2, 0.1, 0.5], [0.5, 1.0, -0.4], [-0.1, -0.7, 1.4], [0.4, 0.1, 0.2], [-0.1, -0.2, -1.4], [-0.1, 1.2, 1.2], [-0.5, -0.7, -0.5], [-0.3, 0.3, -0.1], [-0.1, 0.0, 0.7], [0.7, 0.0, 0.8], [0.7, -0.1, -0.4], [0.0, -0.4, 0.1], [-0.2, -0.1, -0.4], [-0.6, -0.5, 0.4], [-0.2, 0.4, -1.4], [0.2, -0.9, 1.2], [0.4, 0.4, 0.1], [-1.4, -0.5, -1.2], [0.0, 0.4, 0.2], [0.9, 0.4, 1.0], [-0.6, 0.1, -0.3], [-0.1, 0.1, -0.3], [-0.2, 0.1, -0.1], [0.9, 0.0, 0.9], [1.3, 0.1, 0.4], [-1.5, -0.7, -0.8], [0.4, 0.0, 0.7], [-1.4, -0.3, 1.3], [-0.4, 0.7, -0.4], [0.9, 0.2, -0.3], [0.2, 0.1, -0.3], [0.6, 0.2, 0.3], [0.0, -0.2, -0.6], [-0.1, -0.2, -0.2]],
  "e_tot_ev": -59588.0654,
  "orbital_gap_ev": 10.045,
  "relative_energy_ev": 0.000,
  "smiles": "COC[C@H](C)N.COC[C@H](C)N.OCCO.OCCO.OCCO.OCCO.OCCO.OCCO.OCCO",
  "molar_mass_g_mol": 612.75
}